Entry from OMol25: a structure of composition C50H52BrN8O2P2Sr (ωB97M-V with the def2-TZVPD basis set).

Output
**Relative energy (zero: lowest compared OMol25 entry of this formula, charge and spin)**: 118.73 kJ/mol
**Frontier orbital gap**: 4.45 eV
**Net charge**: -1
**HOMO**: -0.13134 Eh
**DFT total energy**: -5812.65011 Ha
**M**: 1026.49 g mol⁻¹

Positions of all 116 atoms, in Å:
1 Sr 1.56731 -0.53495 0.53172
2 O 5.49671 1.75796 0.40988
3 C 4.26463 1.68660 0.52651
4 N 3.52727 0.92231 1.33329
5 C 4.27685 0.29502 2.37416
6 C 5.17490 1.07322 3.11803
7 C 5.90917 0.55509 4.16264
8 C 5.75837 -0.78868 4.49179
9 C 4.88093 -1.56731 3.77054
10 C 4.12433 -1.05691 2.70156
11 N 3.16851 -1.89076 2.06792
12 C 3.55315 -3.16215 1.88241
13 O 4.69651 -3.63290 1.82482
14 C 2.44075 -4.19050 1.86406
15 C 2.62197 -5.32214 2.66772
16 C 1.61908 -6.26300 2.73412
17 C 0.46734 -6.06792 1.97764
18 C 0.38962 -4.93201 1.20100
19 N 1.34780 -4.00254 1.14211
20 C 3.51547 2.67743 -0.34118
21 C 4.12164 3.93066 -0.50426
22 C 3.52272 4.87561 -1.30257
23 C 2.34930 4.53190 -1.96623
24 C 1.83582 3.27206 -1.75916
25 N 2.37531 2.35192 -0.94238
26 H 5.28553 2.11583 2.85286
27 H 6.59279 1.18974 4.71420
28 H 6.32055 -1.22506 5.30934
29 H 4.76013 -2.61056 4.02548
30 H 3.54854 -5.42737 3.21311
31 H 1.72422 -7.13765 3.36461
32 H -0.35365 -6.77221 1.99815
33 H -0.50020 -4.74409 0.60731
34 H 5.06129 4.10550 -0.00151
35 H 3.96453 5.85681 -1.42668
36 H 1.84430 5.21898 -2.63252
37 H 0.93866 2.98262 -2.28527
38 C -3.72190 -3.84978 -0.98421
39 C -2.25425 -3.66780 -1.24773
40 C -1.53108 -4.49195 -2.09886
41 C -0.16997 -4.29011 -2.27539
42 C 0.40412 -3.24304 -1.57830
43 Br 2.25967 -2.89957 -1.76041
44 N -0.24869 -2.43642 -0.77068
45 C -1.55136 -2.65139 -0.60932
46 H -4.15139 -4.59733 -1.65014
47 H -4.26411 -2.91327 -1.12278
48 H -3.89146 -4.17153 0.04537
49 H -2.02686 -5.30145 -2.62207
50 H 0.42386 -4.92231 -2.91913
51 H -2.05584 -1.97760 0.07329
52 C -0.03643 3.59837 1.02457
53 P -0.69572 1.98575 0.44345
54 C -1.30600 2.49647 -1.25401
55 N -2.01186 3.59652 -1.30302
56 C -2.55165 3.98964 -2.48144
57 C -3.31574 5.18232 -2.54737
58 C -3.88717 5.55199 -3.72767
59 C -3.72548 4.75413 -4.89157
60 C -2.99079 3.60740 -4.85110
61 C -2.38172 3.20827 -3.63465
62 N -1.61349 2.09222 -3.59396
63 C -1.04589 1.74960 -2.46713
64 P 0.06123 0.22128 -2.54054
65 C -1.30725 -0.80150 -3.24224
66 C 1.20493 0.41173 -4.07120
67 C 1.10611 -0.89873 -4.86909
68 C 0.90427 1.56151 -5.02999
69 C 2.65720 0.53521 -3.59131
70 C -2.28597 1.86564 1.42699
71 C -3.24038 3.05723 1.41533
72 C -1.83385 1.61220 2.87163
73 C -2.99841 0.60986 0.91797
74 H -0.69580 4.41470 0.73264
75 H 0.96472 3.77129 0.63973
76 H 0.03167 3.55313 2.11111
77 H -3.43126 5.76791 -1.64431
78 H -4.47448 6.45954 -3.78240
79 H -4.18971 5.06585 -5.81829
80 H -2.84707 2.98727 -5.72684
81 H -1.66507 -0.36630 -4.17419
82 H -2.12719 -0.79000 -2.52299
83 H -1.00049 -1.83326 -3.39742
84 H 0.14259 -1.01116 -5.36480
85 H 1.28622 -1.77745 -4.24803
86 H 1.87700 -0.88110 -5.64423
87 H -0.08626 1.48041 -5.47236
88 H 1.64834 1.53576 -5.83357
89 H 0.98120 2.53492 -4.54306
90 H 2.88906 -0.16437 -2.78585
91 H 2.89707 1.53418 -3.24278
92 H 3.32285 0.30662 -4.42868
93 H -2.75601 3.96975 1.76789
94 H -4.06169 2.83209 2.10284
95 H -3.66137 3.25549 0.43330
96 H -1.36034 2.49321 3.30910
97 H -1.14096 0.77232 2.92551
98 H -2.70607 1.36535 3.48221
99 H -3.27870 0.69830 -0.13823
100 H -3.90581 0.42737 1.49929
101 H -2.34279 -0.25149 1.05704
102 C -0.35269 -1.71853 2.54443
103 C -1.49642 -1.71114 3.33421
104 C -2.75410 -2.24731 2.89310
105 C -3.90532 -2.13169 3.62532
106 C -3.90950 -1.50356 4.88228
107 C -2.67549 -1.03936 5.38340
108 C -1.52367 -1.14760 4.65596
109 C -5.10972 -1.38384 5.63500
110 N -6.08963 -1.28976 6.24137
111 H -0.36484 -2.35219 1.67176
112 H 0.61432 -1.59226 3.02642
113 H -2.78499 -2.77116 1.94314
114 H -4.83463 -2.54198 3.24419
115 H -2.64944 -0.58906 6.36932
116 H -0.59239 -0.77502 5.06898

Atoms 1-2, force components in eV/Å:
-0.3125 -0.1241 0.5222
-0.0294 0.0278 0.0422

=====

Entry from OMol25: a structure of composition C50H53As2MnN2 in a non-equilibrium geometry (ωB97M-V with the def2-TZVPD basis set).

Output
**⟨S²⟩**: 8.80
**Relative energy (zero: lowest compared OMol25 entry of this formula, charge and spin)**: 149.85 kJ/mol
**Frontier orbital gap (alpha / beta)**: 4.57 / 5.54 eV
**Net charge**: -1
**HOMO (alpha / beta)**: -0.08130 / -0.11718 Eh
**DFT total energy**: -7669.00809 Ha
**M**: 886.77 g mol⁻¹
**Multiplicity**: 6

Positions of all 108 atoms, in Å:
1 Mn 0.55023 1.05583 -0.01558
2 C -2.49319 -0.13210 -1.89429
3 C -1.38329 -1.17705 -2.24914
4 As -1.21508 -2.74259 -1.00432
5 C -3.07769 -3.54605 -1.35866
6 C -3.93989 -3.75702 -0.28587
7 C -5.08202 -4.52258 -0.42016
8 C -5.52452 -4.95400 -1.68390
9 C -4.68704 -4.73198 -2.76511
10 C -3.51479 -3.95390 -2.62315
11 C -0.24837 -3.77480 -2.39181
12 C -0.56309 -5.07086 -2.66500
13 C 0.08652 -5.74973 -3.68710
14 C 1.07649 -5.06639 -4.49412
15 C 1.43195 -3.75054 -4.14564
16 C 0.83467 -3.13303 -3.01123
17 As -2.02611 1.05835 -0.45545
18 C -2.07063 2.73968 -1.56555
19 C -3.19527 3.13408 -2.27903
20 C -3.25210 4.47719 -2.73942
21 C -2.22600 5.41317 -2.50167
22 C -1.06584 4.94120 -1.87365
23 C -1.03488 3.68675 -1.30881
24 C -3.69745 1.48181 0.44636
25 C -4.32662 2.73024 0.63647
26 C -5.68094 2.72355 1.00976
27 C -6.36495 1.56727 1.37026
28 C -5.71094 0.36262 1.32152
29 C -4.34433 0.33520 0.94815
30 H -3.40030 -0.61598 -1.56280
31 H -2.73874 0.51122 -2.72410
32 H -0.37587 -0.67103 -2.15574
33 H -1.44312 -1.55821 -3.28974
34 H -3.69011 -3.31255 0.64524
35 H -5.66772 -4.69980 0.45653
36 H -6.52069 -5.41634 -1.87708
37 H -4.89988 -5.16574 -3.73302
38 H -2.98518 -3.60121 -3.51050
39 H -1.33227 -5.63869 -2.18964
40 H -0.14186 -6.80726 -3.89248
41 H 1.44783 -5.46726 -5.41266
42 H 2.15608 -3.15634 -4.76420
43 H 1.22382 -2.18029 -2.63751
44 H -3.98409 2.41519 -2.36819
45 H -4.16112 4.82263 -3.26867
46 H -2.27880 6.46330 -2.68737
47 H -0.16701 5.58887 -1.84463
48 H -0.08853 3.38543 -0.78333
49 H -3.73114 3.68697 0.58492
50 H -6.21992 3.67496 1.01644
51 H -7.41120 1.60695 1.67800
52 H -6.22792 -0.59059 1.44982
53 H -3.81828 -0.59785 0.94686
54 C -1.80106 -2.46870 3.44314
55 C -0.38493 -2.10239 2.97247
56 C 0.64295 -3.15994 2.90326
57 C 1.86803 -2.81795 2.37339
58 C 2.99272 -3.77992 2.29976
59 C 2.10983 -1.45377 2.00376
60 C 1.08906 -0.48699 1.99348
61 C -0.22562 -0.88198 2.40720
62 N 1.33266 0.85056 1.62703
63 C 2.37988 1.69899 2.25539
64 C 2.50246 1.26951 3.70765
65 C 3.57969 2.06908 4.49765
66 C 4.92235 1.88247 3.84747
67 C 4.81300 2.25911 2.33468
68 C 4.51797 3.75982 2.34678
69 C 3.12411 3.97787 2.96240
70 C 3.14256 3.53039 4.49134
71 C 1.98538 3.20910 2.28436
72 C 3.72865 1.52515 1.56541
73 H -2.29302 -3.24772 2.83766
74 H -2.37626 -1.57495 3.32789
75 H -1.72560 -2.85878 4.47959
76 H 0.40994 -4.11006 3.27892
77 H 2.94875 -4.17382 3.34188
78 H 4.01280 -3.28986 2.10502
79 H 2.82884 -4.69269 1.69661
80 H 3.14883 -1.16298 1.82294
81 H -1.15074 -0.19964 2.48522
82 H 2.83929 0.17374 3.72982
83 H 1.56610 1.40504 4.22499
84 H 3.69097 1.70566 5.52755
85 H 5.20254 0.84442 4.01968
86 H 5.64879 2.56651 4.24035
87 H 5.79476 2.12916 1.77672
88 H 4.57783 4.23520 1.37138
89 H 5.28320 4.28277 2.96694
90 H 2.81929 5.05176 2.89763
91 H 2.17670 3.71119 5.00287
92 H 3.91148 4.14902 5.05911
93 H 1.91443 3.52715 1.24467
94 H 1.04015 3.45503 2.78700
95 H 3.93891 0.47669 1.38283
96 H 3.65004 2.03334 0.59519
97 N 1.37335 0.59227 -1.41819
98 C 2.24660 0.94789 -2.32470
99 C 1.82862 1.87105 -3.39788
100 C 2.76727 2.24279 -4.36279
101 C 3.97940 1.50170 -4.44007
102 C 4.34373 0.54876 -3.49366
103 C 3.51639 0.30125 -2.41355
104 H 0.79505 2.20193 -3.41596
105 H 2.57542 3.05339 -5.07221
106 H 4.63944 1.64291 -5.31716
107 H 5.21002 -0.15482 -3.69524
108 H 3.74819 -0.38642 -1.55768

Atoms 1-2, force components in eV/Å:
-2.2481 0.9146 0.8493
0.0779 -1.4282 -0.1242

=====

Question: net charge of number 2 (C50H53As2MnN2)?
Answer: -1

=====

Question: What is the relative energy (zero: lowest compared OMol25 entry of this formula, charge and spin) in the first record?
Answer: 118.73 kJ/mol